1.
Entry from the OMol25 dataset: a molecular structure, C24H29BrN5O3PdSSi (ωB97M-V with the def2-TZVPD basis set).

Geometry as XYZ:
```
65
Properties=species:S:1:pos:R:3:lowdin_charge:R:1
H 3.142 0.722 1.404 0.100
Pd 0.710 0.857 0.116 1.047
H -0.648 3.375 -1.809 0.019
C -3.411 0.348 2.739 -0.052
H 5.584 -3.189 1.862 0.112
H 2.008 0.081 2.394 0.099
C -1.929 1.324 -3.962 -0.153
H 3.005 2.306 3.167 0.126
H 1.380 -2.665 1.146 0.119
C 2.241 3.314 -1.862 -0.842
C -3.551 0.659 -1.366 -0.138
H -1.660 3.029 -0.372 0.015
H -4.371 1.322 -1.653 0.048
Si -1.959 1.285 -2.099 0.448
H -3.486 0.670 -0.276 0.021
H -2.480 2.201 -4.308 0.044
C 3.459 -3.032 1.625 -0.051
H -2.257 -1.263 -3.061 0.086
H -3.817 -0.350 -1.680 0.035
C 2.047 3.277 1.500 -0.214
C 1.026 -3.030 -1.998 0.018
C 2.144 2.156 2.514 -0.211
H -2.375 0.453 -4.439 0.031
N 2.214 4.466 -1.735 0.102
C -1.208 -0.035 1.635 -0.570
H 3.238 -3.680 2.462 0.115
H 0.857 3.705 -0.131 0.035
C -1.102 -3.040 -3.160 -0.047
C 0.080 -3.685 -2.777 -0.020
C 2.732 -1.660 -0.175 -0.298
H -5.385 -1.967 4.199 0.111
H 4.226 -0.726 -1.384 0.112
C -0.412 -1.028 -1.955 -0.269
C -4.536 -1.542 3.677 -0.159
N 0.863 3.057 0.654 -0.024
H 1.945 -3.525 -1.716 0.132
H 0.002 3.160 1.183 0.088
H 6.091 -1.717 -0.058 0.115
C 0.787 -1.737 -1.596 -0.183
H -3.346 1.402 2.506 0.119
Br -5.928 0.924 3.937 0.785
C 4.033 -1.372 -0.538 -0.009
O 1.704 -1.013 -0.884 -0.154
H 1.995 4.244 2.005 0.133
C 2.416 -2.480 0.894 -0.021
C 4.778 -2.755 1.287 -0.066
H -2.380 3.666 -1.843 0.052
N 2.215 0.872 1.793 -0.010
H -0.902 1.422 -4.321 0.044
H 0.269 -4.702 -3.093 0.121
H -1.734 -2.568 2.400 0.122
C -4.499 -0.178 3.403 -0.664
C -1.610 2.992 -1.461 -0.163
H -1.830 -3.564 -3.763 0.119
C -2.394 -0.526 2.371 -0.124
C 5.064 -1.928 0.210 -0.054
O -0.282 -0.820 1.298 -0.036
C -2.515 -1.875 2.685 -0.067
H 2.922 3.290 0.849 0.110
C -1.338 -1.750 -2.772 -0.001
S 2.230 1.652 -1.926 0.713
N -0.622 0.214 -1.528 -0.032
H 1.249 2.138 3.137 0.124
O -1.127 1.196 1.319 -0.077
N -3.564 -2.376 3.326 0.092
```

Properties
E_tot	-4820.81319	hartree
F_max	0.09	eV/A
total charge	+1
2S+1	5

2.
Entry from the OMol25 dataset: a molecular structure, C18H14GaN6O2S at a distorted geometry (ωB97M-V with the def2-TZVPD basis set).

Geometry as XYZ:
```
42
Properties=species:S:1:pos:R:3:lowdin_charge:R:1
S -2.788 2.818 -0.101 1.185
H -1.954 5.633 -0.918 0.115
C 1.095 3.255 -0.411 -0.008
H 2.585 -4.491 -0.377 0.129
C 0.602 -1.217 -2.901 -0.042
O 1.676 0.332 -1.124 -0.121
C -1.108 4.978 -0.787 -0.074
C -2.164 -2.211 1.053 -0.082
C -1.664 -0.997 0.626 -0.128
H 3.172 -3.088 3.883 0.097
C 1.273 4.580 -0.747 -0.056
C 2.052 -0.179 -4.646 -0.155
N 0.015 -1.620 -1.973 0.197
N 2.045 0.400 -2.331 0.068
C 2.520 -2.601 3.165 -0.034
C -2.495 0.128 0.604 -0.254
C -1.293 3.651 -0.435 -0.432
N -0.586 1.496 0.063 0.048
H 2.813 -1.558 3.054 0.096
H 3.151 -4.156 1.874 0.155
C -3.830 0.019 0.984 -0.028
N 2.097 -3.612 -0.326 0.220
H -1.515 -3.077 1.084 0.103
H 0.355 6.456 -1.229 0.113
H 1.552 -3.312 -1.122 0.095
Ga 0.166 -0.551 -0.097 0.640
C 2.014 -2.876 0.791 -0.518
H 1.932 2.596 -0.243 0.108
C -4.323 -1.205 1.401 -0.051
C 0.185 5.429 -0.950 -0.063
H 1.490 -2.632 3.528 0.098
H -3.880 -3.263 1.791 0.113
H -5.356 -1.290 1.695 0.114
C -1.887 1.378 0.202 -0.505
O 1.355 -1.798 0.797 0.009
N 2.629 -3.294 1.895 0.050
H -4.464 0.893 0.966 0.101
N 2.372 -0.134 -5.743 0.199
H 2.271 4.975 -0.850 0.113
C 1.590 -0.311 -3.318 -0.283
C -3.493 -2.315 1.444 -0.054
C -0.206 2.771 -0.273 -0.279
```

Properties
E_tot	-3496.11325	hartree
F_max	2.04	eV/A
total charge	+1

3.
Entry from the OMol25 dataset: 2 unconnected molecules or ions with the total composition C4H10O4P (ωB97M-V with the def2-TZVPD basis set).

Geometry as XYZ:
```
19
Properties=species:S:1:pos:R:3:lowdin_charge:R:1
C 0.546 1.417 -1.045 -0.389
H -2.521 -0.200 0.934 0.132
H 1.067 0.643 1.587 0.102
H 2.535 -0.720 -1.696 0.103
O 1.636 1.924 -0.327 -0.109
O -2.909 -0.365 0.028 0.116
H 0.712 -1.089 1.815 0.101
P 0.327 -0.373 -0.492 1.069
O -0.963 0.150 1.786 -0.143
C 0.362 -0.159 1.354 -0.360
H -0.912 0.734 2.552 0.121
H 2.318 2.264 -0.915 0.110
H 0.683 1.436 -2.128 0.095
H -2.808 -1.568 -1.566 0.126
H -0.365 1.974 -0.790 0.094
C 2.090 -0.940 -0.706 -0.404
H -1.969 -2.205 -0.013 0.110
O 2.664 -1.510 0.164 0.043
C -2.494 -1.412 -0.540 0.085
```

Properties
E_tot	-800.36767	hartree
F_max	0.75	eV/A
total charge	+1

4.
Entry from the OMol25 dataset: 16 unconnected molecules or ions with the total composition C34H106N26O16 at a distorted geometry (ωB97M-V with the def2-TZVPD basis set).

Geometry as XYZ:
```
182
Properties=species:S:1:pos:R:3:lowdin_charge:R:1
H 10.629 -3.878 1.162 0.106
H -2.006 -1.727 -1.252 0.070
O 1.863 6.267 -4.281 0.019
C -4.189 0.490 -10.112 -0.068
C 2.374 -8.419 4.473 -0.185
C -5.040 -1.611 -11.225 -0.176
H 3.297 -0.862 0.702 0.096
H -3.829 -3.158 5.303 0.119
O 4.334 5.947 3.535 0.044
H -3.446 -1.380 -8.314 0.078
N -8.051 6.443 -5.324 0.157
N -0.161 -8.903 4.731 0.032
H 3.768 -10.770 5.701 0.087
O 9.300 -4.346 3.865 -0.003
C 2.334 -1.347 0.541 -0.137
H 8.807 3.430 4.682 0.101
H 5.635 0.448 -4.595 0.084
H -0.800 -9.369 4.104 0.052
C 1.158 -9.404 4.466 -0.457
H 2.501 -2.133 -0.196 0.076
H 4.878 -9.383 6.078 0.086
H -4.161 -1.611 -11.869 0.122
C 0.878 1.978 8.720 -0.419
H 9.184 2.279 -4.392 0.130
H 7.045 -0.091 -5.470 0.080
H 9.178 -4.928 -7.002 0.106
H -0.100 -1.836 0.054 0.128
H -5.631 -0.483 -13.866 0.082
N 10.582 -3.803 2.168 0.157
H -8.418 -2.979 -4.715 0.119
H -0.277 5.284 -4.773 0.121
N -5.121 -8.317 -1.199 0.161
H 10.870 -4.945 -6.328 0.124
N -4.206 5.816 4.873 0.019
H 0.684 -1.852 -1.515 0.127
N -8.878 0.784 1.785 0.163
H 2.292 -7.875 3.533 0.119
H -2.540 -0.277 -1.838 0.063
C 0.906 -10.251 3.217 -0.074
H -0.115 1.479 -0.430 0.076
H 4.986 6.492 1.460 0.131
N -5.949 -7.789 0.717 0.151
H -8.659 -1.412 2.328 0.115
O 10.027 -5.516 -4.067 0.003
C -9.205 -4.512 -5.393 -0.814
H -4.683 9.049 5.153 0.115
H 1.716 3.365 10.237 0.120
N 9.034 -5.376 1.841 0.155
C 1.046 6.723 -5.070 -0.778
H -5.560 -0.942 -9.244 0.134
C 0.889 1.727 7.147 -0.039
N -1.820 -0.982 -1.908 0.060
H 0.311 8.159 -6.286 0.107
C -0.611 -0.330 -1.436 -0.483
H 0.575 -9.622 2.391 0.081
H -4.527 -3.249 8.508 0.102
N 7.133 1.918 -2.802 0.052
O -10.276 -4.003 -5.658 0.043
C 0.341 -1.199 -0.712 -0.201
N 1.119 7.832 -5.777 0.156
C -7.679 7.686 -5.381 -0.863
N -8.247 -1.141 1.446 0.147
C 9.363 -5.236 -5.073 -0.764
H -5.596 -9.170 -0.944 0.108
N 9.263 2.152 2.875 0.163
H 1.889 -1.923 1.353 0.088
H 0.073 0.100 -2.169 0.136
H 8.141 -5.755 2.123 0.114
H -4.000 9.051 1.601 0.083
H 3.384 6.558 0.728 0.121
H -3.451 -2.920 7.040 0.104
H -5.045 1.153 -10.236 0.071
O -7.542 0.332 0.024 0.051
H -5.340 6.871 7.105 0.073
C -5.134 -3.858 6.643 -0.746
H 6.422 1.411 -2.294 0.071
H -8.485 6.076 -6.159 0.107
H -4.945 -8.148 -2.180 0.126
O 9.827 0.616 -3.106 -0.157
H 8.380 2.625 2.999 0.112
H 7.645 -5.108 -4.137 0.119
H 1.519 -10.155 5.168 0.110
H 10.590 2.366 -2.398 0.081
H 1.693 1.388 9.138 0.128
H 1.304 5.784 10.104 0.088
H -1.438 0.583 0.312 0.085
N -0.351 1.684 9.396 0.030
H -3.627 1.006 -9.333 0.082
H 1.624 6.547 2.058 0.113
H 1.209 5.685 8.314 0.086
O 3.639 -9.093 4.489 -0.169
N 2.263 6.189 2.754 0.172
H 11.611 1.696 -3.658 0.088
C 3.552 6.212 2.669 -0.867
H -3.735 -2.623 -9.118 0.075
N 8.051 -5.242 -5.052 0.150
O 11.299 1.856 3.751 0.008
N -3.637 -1.630 -9.274 0.012
H 2.259 -7.630 5.216 0.120
H 6.628 1.655 -5.511 0.086
C -6.283 -1.173 -13.330 -0.077
H -3.930 0.677 -11.154 0.080
C -4.287 9.237 2.636 -0.028
H 7.595 -0.020 -3.296 0.140
H -6.193 -8.732 0.983 0.104
O -4.907 -6.291 -0.540 0.081
H -0.133 -7.926 4.473 0.070
O -6.048 -0.870 -11.935 -0.233
H -7.544 -1.645 0.925 0.124
N -0.131 6.188 -5.200 0.147
H -3.420 5.954 5.492 0.069
H -6.180 -7.039 1.352 0.114
C -4.676 -0.909 -9.881 -0.466
C 6.636 0.748 -4.906 -0.071
N -3.960 -3.356 6.285 0.153
N 3.982 6.564 1.542 0.168
C 10.130 2.242 3.820 -0.783
C 0.650 5.621 9.248 -0.129
H 2.060 3.779 8.636 0.108
H -8.926 8.034 -6.963 0.123
H -0.011 1.931 10.314 0.067
C -4.091 8.194 4.827 -0.274
O -6.113 -4.236 6.010 0.020
H 3.298 -9.333 6.605 0.089
H 1.779 6.039 3.628 0.118
O 1.496 -0.496 -0.158 -0.186
H -7.937 -5.948 -5.210 0.111
H -6.136 -3.755 8.394 0.118
H -7.532 -4.452 -4.232 0.103
C -8.250 0.047 0.952 -0.845
H -4.197 10.306 2.831 0.077
H 1.971 8.370 -5.714 0.118
H -7.751 9.213 -6.538 0.129
H -7.296 -0.917 -13.641 0.081
C -5.893 6.985 6.172 -0.048
O 0.121 4.328 9.092 -0.203
C -5.210 -7.399 -0.323 -0.845
H -3.685 5.681 4.019 0.071
C 1.250 3.388 9.252 -0.191
N 9.648 2.896 4.848 0.153
N -8.742 -5.644 -5.739 0.166
H 10.691 -2.965 2.721 0.127
H 0.157 2.318 6.596 0.065
H 6.535 2.586 -3.269 0.070
H -6.359 7.969 6.205 0.059
H -8.757 1.761 1.559 0.127
O -6.935 8.101 -4.537 0.047
H 1.854 1.805 6.648 0.068
H 9.607 1.928 1.952 0.125
H 9.376 -5.384 0.890 0.100
H 9.214 0.758 -5.042 0.116
H 0.501 0.714 7.041 0.062
H -9.379 -6.303 -6.162 0.128
N -5.237 -3.689 7.940 0.129
H -5.629 7.004 3.934 0.139
H 11.496 1.139 -1.939 0.085
H -0.181 6.326 9.261 0.088
H -1.747 1.537 -1.118 0.077
H 1.891 -10.663 2.998 0.080
H -3.185 8.088 5.423 0.129
C -1.009 0.892 -0.641 -0.074
C 7.566 0.959 -3.773 -0.501
H -5.344 9.045 2.822 0.073
C -5.025 6.977 4.841 -0.422
H -5.472 -2.607 -11.126 0.121
H -0.911 6.687 -5.603 0.109
H -6.682 6.241 6.067 0.067
O -3.569 8.278 3.561 -0.200
C 9.580 -4.473 2.663 -0.755
C 10.948 1.434 -2.834 -0.128
H 7.568 -4.903 -5.872 0.102
N -8.186 8.323 -6.339 0.176
H -1.093 2.332 9.175 0.072
C 9.008 1.247 -4.090 -0.224
H 10.057 3.064 5.756 0.120
N 9.863 -4.980 -6.261 0.161
H 0.111 -10.925 3.539 0.081
C 3.882 -9.687 5.756 -0.122
H -6.051 -2.230 -13.462 0.082
N -8.369 -3.970 -4.529 0.144
H -7.499 5.884 -4.689 0.123
H -9.234 0.408 2.652 0.118
```

Properties
E_tot	-3986.35210	hartree
F_max	7.74	eV/A
total charge	0

5.
Entry from the OMol25 dataset: a molecular structure, C21H39N2O2P3ReS at a distorted geometry (ωB97M-V with the def2-TZVPD basis set).

Geometry as XYZ:
```
69
Properties=species:S:1:pos:R:3:lowdin_charge:R:1
C 3.371 0.073 -1.461 -0.132
H -2.051 -1.316 1.102 0.145
C 1.732 -4.082 -2.647 -0.210
C -0.482 -1.494 -1.397 -0.307
C 0.554 -4.235 0.063 -0.203
H 0.988 0.409 4.083 0.062
Re 1.353 -0.759 -1.188 1.030
H 0.748 -5.313 0.004 0.089
P 1.488 1.793 2.182 0.890
S -1.482 1.644 0.887 0.783
H -4.105 -0.090 4.587 0.171
C 2.980 -0.724 -2.547 -0.202
H -1.718 3.056 -3.430 0.075
H -2.155 3.525 -1.752 0.052
H 2.196 4.044 2.626 0.092
H 1.643 -0.836 -4.238 0.159
C -3.526 -0.178 3.676 0.072
H -0.135 1.798 4.003 0.032
O -1.555 -1.938 -1.424 0.079
H 0.667 -3.905 1.109 0.057
H 0.391 3.945 2.426 0.054
H 2.868 1.769 -0.215 0.107
H -4.001 2.262 4.313 0.121
C -2.468 0.383 -3.762 -0.206
O 1.371 -1.414 1.902 0.072
H -0.484 -4.042 -0.245 0.048
H 0.832 -3.796 -3.212 0.061
C 3.369 -3.729 -0.358 -0.200
H -2.847 -0.640 -3.678 0.069
H 4.316 -0.124 -0.952 0.159
H -3.454 3.059 -2.926 0.093
C -3.276 2.326 3.504 0.034
H -2.358 2.776 3.876 0.099
P 1.715 -3.331 -0.998 0.802
H 3.596 0.609 2.467 0.061
H 3.587 -1.575 -2.858 0.144
H 3.489 2.073 3.506 0.085
H 0.257 1.098 -3.502 0.111
C 1.360 3.609 2.047 -0.224
H -4.680 0.947 -2.336 0.090
C 1.073 0.735 -2.886 -0.133
H 1.569 2.044 4.570 0.087
H -3.175 1.006 -4.336 0.096
H -3.316 -2.300 3.097 0.159
H 3.340 -3.789 0.737 0.069
C 0.909 1.489 3.891 -0.210
C 3.293 1.663 2.503 -0.217
N -3.046 0.952 3.043 -0.081
H -4.233 1.406 -0.642 0.050
H 1.455 3.882 0.991 0.053
C -2.418 2.878 -2.597 -0.212
H 2.614 -3.739 -3.202 0.063
H 0.693 2.180 -1.315 0.117
C -2.343 0.610 1.928 -0.684
C 2.552 1.113 -1.031 -0.168
H -3.674 2.933 2.692 0.109
H 3.691 -4.696 -0.771 0.084
P -2.300 1.133 -2.095 0.893
H -1.499 0.362 -4.274 0.046
C 1.338 1.362 -1.661 -0.220
H 1.763 -5.176 -2.545 0.083
C -3.148 -1.251 2.941 0.055
H 4.087 -2.958 -0.656 0.050
N -2.436 -0.765 1.864 0.122
C 1.868 -0.327 -3.302 -0.128
C -3.991 0.776 -1.499 -0.222
H 3.857 2.226 1.746 0.065
H -4.024 -0.281 -1.193 0.059
C 1.407 -1.145 0.762 -0.304
```

Properties
E_tot	-2582.58801	hartree
F_max	5.74	eV/A
total charge	+4
2S+1	4

6.
Entry from the OMol25 dataset: 2 unconnected molecules or ions with the total composition C2H4OS at a distorted geometry (ωB97M-V with the def2-TZVPD basis set).

Geometry as XYZ:
```
8
Properties=species:S:1:pos:R:3:lowdin_charge:R:1
C -1.279 -0.733 0.059 -0.022
C -1.801 0.339 0.024 0.029
H -0.811 -1.632 0.276 0.001
H 0.332 0.627 -0.620 -0.067
H -2.304 1.225 -0.212 0.029
S 1.888 -0.585 -0.164 0.673
H 2.820 -0.167 0.847 -0.079
O 1.155 0.926 -0.209 -0.564
```

Properties
E_tot	-551.89963	hartree
F_max	2.88	eV/A
SMILES string	C#C.OS
total charge	0